Formula: C12H40O8
Source: the Open Molecules 2025 dataset
Level of theory: wB97M-V/def2-TZVPD

Geometry as ORCA input:
```
! wB97M-V def2-TZVPD RIJCOSX def2/J DEFGRID3
* xyz 0 1
C -59.780 6.754 11.878
C -60.285 5.925 13.138
O -60.845 4.692 12.751
H -59.160 7.588 12.207
H -60.639 7.186 11.365
H -59.187 6.121 11.218
H -60.914 6.533 13.788
H -59.400 5.603 13.687
H -61.254 4.449 13.585
C -52.272 8.138 3.490
C -51.586 6.898 4.037
O -51.571 6.027 2.935
H -52.293 8.816 4.343
H -53.284 7.916 3.149
H -51.552 8.708 2.904
H -52.010 6.415 4.917
H -50.623 7.231 4.425
H -52.228 5.340 3.070
C -51.375 4.228 17.774
C -50.091 4.055 18.539
O -50.404 4.034 19.909
H -51.186 4.259 16.701
H -51.783 5.215 17.993
H -52.104 3.421 17.838
H -49.318 4.817 18.438
H -49.496 3.154 18.395
H -51.288 4.405 19.953
C -59.633 3.192 5.587
C -58.135 3.511 5.489
O -57.439 3.546 6.802
H -60.329 3.999 5.814
H -59.752 2.541 6.453
H -59.935 2.758 4.634
H -57.971 4.535 5.153
H -57.505 2.862 4.881
H -57.592 2.732 7.287
C -54.544 -0.643 11.617
C -55.588 0.459 11.915
O -56.798 0.465 11.204
H -53.899 -0.613 12.495
H -53.967 -0.397 10.726
H -55.159 -1.538 11.521
H -55.192 1.473 11.865
H -55.886 0.352 12.958
H -57.382 1.124 11.585
C -46.305 3.318 12.166
C -46.687 3.568 10.698
O -47.847 2.850 10.286
H -46.041 2.286 12.398
H -47.148 3.492 12.834
H -45.435 3.825 12.583
H -45.998 3.150 9.964
H -46.834 4.625 10.479
H -48.604 3.409 10.475
O -52.721 5.771 10.478
H -53.573 5.564 10.095
H -52.849 6.618 10.905
O -54.208 9.804 14.183
H -54.774 10.561 14.032
H -53.506 10.138 14.741
*
```

## Properties
- ΔE to the lowest compared entry with this formula, charge and spin (kJ/mol) = 447.4
- F_max (eV/Å) = 2.925
- electronic energy (Ha) = -1082.95251
- highest occupied orbital energy (eV) = -10.0


Formula: C12H40O8
Source: the Open Molecules 2025 dataset
Level of theory: wB97M-V/def2-TZVPD

Geometry as ORCA input:
```
! wB97M-V def2-TZVPD RIJCOSX def2/J DEFGRID3
* xyz 0 1
C -1.953 0.538 0.078
C -0.672 0.721 -0.695
C -0.950 1.299 -2.032
O 0.251 1.513 0.145
H -1.586 0.205 1.068
H -2.612 -0.184 -0.434
H -2.471 1.461 0.343
H -0.136 -0.241 -0.857
H -1.464 0.490 -2.645
H -0.078 1.626 -2.634
H -1.549 2.226 -1.872
H 1.137 1.487 -0.344
C 2.121 -1.276 -2.829
C 2.353 -2.208 -1.672
C 3.743 -2.842 -1.730
O 2.209 -1.512 -0.299
H 2.841 -0.474 -2.640
H 1.046 -0.911 -2.818
H 2.218 -1.789 -3.727
H 1.550 -2.924 -1.687
H 4.058 -3.015 -2.729
H 3.748 -3.839 -1.275
H 4.530 -2.187 -1.334
H 2.037 -2.120 0.444
C -0.567 -4.813 -1.306
C -1.709 -3.795 -1.119
C -2.199 -3.655 0.334
O -1.277 -2.510 -1.562
H -0.888 -5.863 -1.185
H 0.292 -4.650 -0.642
H -0.185 -4.688 -2.291
H -2.534 -4.017 -1.810
H -2.925 -4.384 0.578
H -2.641 -2.681 0.436
H -1.353 -3.662 1.052
H -0.586 -2.250 -0.903
C -0.845 4.594 1.243
C -2.254 3.972 1.399
C -3.093 4.942 2.155
O -2.733 3.723 0.114
H -0.855 5.694 1.013
H -0.314 4.079 0.445
H -0.256 4.345 2.116
H -2.286 2.974 1.842
H -2.638 5.201 3.094
H -4.124 4.606 2.478
H -3.307 5.947 1.665
H -2.489 4.447 -0.471
O 3.037 1.318 -0.452
H 3.127 1.780 0.384
H 2.871 0.444 -0.169
O 2.954 1.414 2.656
H 3.038 1.709 3.583
H 1.937 1.335 2.657
O 1.632 -2.331 2.231
H 0.762 -2.604 2.368
H 1.635 -1.464 2.611
O 0.106 1.250 2.758
H 0.124 2.130 3.115
H 0.173 1.417 1.759
*
```

## Properties
- ΔE to the lowest compared entry with this formula, charge and spin (kJ/mol) = 106.2
- F_max (eV/Å) = 3.637
- electronic energy (Ha) = -1083.08247
- highest occupied orbital energy (eV) = -10.1


Question: Which of these has the lowest electronic energy?
Answer: number 2